[1]
C16H44Br4O16P4 | the ωB97M-V functional and the def2-TZVPD basis

The geometry in XYZ format:
```
84
Properties=species:S:1:pos:R:3:forces:R:3:lowdin_charge:R:1
C 1.613 6.116 -9.197 0.63 0.23 -1.13 -0.12
O 1.297 5.071 -8.310 -1.61 -1.68 0.75 -0.22
P 0.336 3.862 -8.838 0.35 -1.13 -0.28 0.45
O 0.308 2.596 -8.043 0.71 2.04 -1.16 -0.25
O -1.071 4.571 -8.921 -0.41 0.30 0.03 -0.22
C -2.227 4.091 -9.631 0.12 0.06 -1.17 -0.08
O 0.731 3.705 -10.441 0.17 -0.46 1.22 -0.25
C 1.852 2.859 -10.852 0.13 0.13 1.21 -0.08
H 1.925 7.049 -8.727 0.01 -0.43 0.72 0.09
H 0.786 6.401 -9.847 -0.04 -0.33 -0.13 0.09
H 2.454 5.701 -9.752 -0.01 0.67 -0.58 0.08
H -2.335 4.728 -10.509 0.08 0.00 -0.07 0.09
H -3.181 4.168 -9.109 0.54 0.11 0.77 0.09
H -2.125 3.071 -10.001 0.27 -0.06 0.29 0.09
H 1.635 2.342 -11.786 -0.14 0.43 0.08 0.09
H 2.106 2.122 -10.090 -0.62 -0.29 0.10 0.08
H 2.776 3.436 -10.870 -0.19 0.42 -0.64 0.08
C 8.427 2.576 7.220 -0.19 -0.41 -0.35 -0.10
O 8.037 2.426 5.857 -2.25 -0.94 -2.27 -0.27
P 6.624 1.650 5.416 1.54 0.84 1.47 0.52
O 5.560 1.944 6.413 0.70 -0.44 -1.92 -0.25
O 7.144 0.105 5.430 0.10 1.84 -0.18 -0.21
C 6.436 -0.874 4.741 -0.71 -1.97 -0.65 -0.15
O 6.371 2.017 3.835 -0.25 -0.33 2.10 -0.22
C 7.423 2.002 2.881 1.61 0.03 0.21 -0.11
H 7.720 2.042 7.855 0.26 0.06 0.24 0.08
H 8.436 3.637 7.468 0.07 -0.10 0.03 0.09
H 9.427 2.140 7.218 -0.02 0.14 0.68 0.09
H 7.037 -1.779 4.646 0.47 0.19 0.22 0.09
H 6.161 -0.647 3.711 -0.05 0.61 0.05 0.08
H 5.549 -1.229 5.266 -0.21 0.47 0.17 0.09
H 8.377 2.101 3.397 0.08 0.23 0.04 0.08
H 7.350 2.842 2.190 -0.45 -0.09 0.15 0.09
H 7.538 1.070 2.327 -0.72 -0.15 0.00 0.09
C -3.287 3.936 -1.971 1.23 -0.67 -0.74 -0.09
O -2.691 3.675 -0.715 0.44 0.23 1.69 -0.25
P -2.207 4.857 0.254 -0.15 1.55 -0.48 0.46
O -3.302 5.722 0.784 1.72 -0.92 -1.16 -0.24
O -1.030 5.616 -0.665 -2.14 -0.72 1.68 -0.23
C 0.073 4.906 -1.198 0.23 -0.74 -0.44 -0.13
O -1.375 4.126 1.389 0.13 0.76 -1.42 -0.21
C -2.011 3.349 2.364 0.55 -1.49 1.37 -0.12
H -4.337 3.643 -1.970 0.06 0.58 -0.01 0.10
H -2.716 3.265 -2.612 -0.47 -0.21 -0.46 0.09
H -2.989 4.920 -2.335 -0.83 0.29 0.15 0.09
H -0.126 3.865 -1.451 -0.48 -0.22 0.37 0.08
H 0.906 4.897 -0.495 0.07 0.31 -0.17 0.09
H 0.308 5.325 -2.176 0.29 0.51 0.32 0.09
H -3.095 3.252 2.300 0.12 0.31 -0.21 0.10
H -1.694 3.650 3.363 -0.39 0.76 -0.05 0.09
H -1.535 2.369 2.333 -0.38 -0.35 -0.45 0.09
C -1.538 -6.080 7.499 0.77 0.14 0.49 -0.09
O -2.377 -5.002 7.008 0.19 -0.42 0.62 -0.23
P -1.867 -4.039 5.837 -0.40 -1.13 -1.60 0.46
O -2.917 -3.180 5.234 1.17 -1.00 1.00 -0.24
O -0.609 -3.267 6.488 -0.28 -1.25 -1.53 -0.21
C -0.822 -2.585 7.705 0.26 0.83 1.01 -0.12
O -1.259 -5.197 4.799 0.12 2.49 1.68 -0.27
C -2.148 -6.002 4.003 0.25 0.19 0.73 -0.09
H -1.481 -6.110 8.587 -1.02 0.27 0.14 0.09
H -0.470 -5.963 7.314 -0.06 0.35 -0.91 0.09
H -1.839 -7.064 7.140 -0.31 0.31 -0.21 0.09
H -0.561 -1.530 7.623 -0.49 0.12 -0.62 0.09
H -0.095 -2.888 8.459 -0.16 -0.77 -0.02 0.09
H -1.843 -2.709 8.066 0.12 0.10 0.10 0.09
H -1.646 -5.992 3.035 -0.66 -0.46 -0.10 0.09
H -3.183 -5.660 4.008 0.18 0.54 -0.38 0.09
H -2.199 -6.973 4.495 0.32 -0.29 -0.42 0.08
Br -10.449 -8.725 -1.685 0.74 -0.07 -0.07 0.55
C -8.730 -9.594 -2.218 0.00 0.87 -0.29 -0.65
C -7.507 -8.848 -1.609 -0.69 -0.94 -0.03 -0.66
Br -5.807 -9.612 -2.297 -0.71 0.16 0.22 0.57
H -8.709 -9.507 -3.304 -0.02 -0.04 0.14 0.04
H -8.929 -10.633 -1.952 0.71 0.20 0.23 0.05
H -7.495 -8.969 -0.526 0.14 0.08 -0.17 0.05
H -7.479 -7.792 -1.877 -0.17 -0.26 -0.03 0.05
Br -3.108 -2.232 -1.644 0.41 0.42 0.40 0.59
C -1.523 -1.546 -0.694 1.54 -1.56 -0.75 -0.65
C -0.417 -1.253 -1.765 -0.14 1.86 0.40 -0.64
Br 1.407 -0.945 -0.929 -1.22 -0.37 -0.36 0.52
H -1.127 -2.375 -0.108 -0.35 -0.24 -0.07 0.04
H -1.785 -0.809 0.066 0.01 0.53 -0.82 0.06
H -0.602 -0.306 -2.271 -0.09 0.23 0.38 0.04
H -0.278 -1.897 -2.634 -0.16 -0.85 0.85 0.05
```
Forces are in eV/Å.

Results
Highest occupied orbital energy, eV: -10.28
SMILES: COP(=O)(OC)OC.COP(=O)(OC)OC.COP(=O)(OC)OC.COP(=O)(OC)OC.BrCCBr.BrCCBr
HOMO-LUMO gap, eV: 10.6
Charge: 0
LUMO, eV: 0.32

=====

[2]
C30H48CeP2 | the ωB97M-V functional and the def2-TZVPD basis

The geometry in XYZ format:
```
81
Properties=species:S:1:pos:R:3:forces:R:3:lowdin_charge:R:1
Ce -2.294 -0.961 -2.936 3.86 -1.05 4.63 1.14
C -0.805 2.296 0.455 -2.45 -1.93 0.18 -0.21
C -1.839 1.391 0.847 0.67 1.78 -1.57 -0.22
C 0.141 0.610 1.693 1.30 1.41 -1.01 -0.21
C 0.422 1.753 0.922 0.37 -1.85 1.25 -0.21
C -1.258 0.365 1.625 -0.52 -1.48 0.52 -0.17
C -0.951 3.532 -0.325 -0.43 0.77 -0.20 -0.04
H -2.004 3.790 -0.481 0.18 0.00 0.04 0.08
H -0.486 3.494 -1.312 0.16 -0.04 -0.09 0.06
H -0.483 4.385 0.166 0.00 0.07 0.13 0.10
C 1.752 2.254 0.516 0.44 0.31 0.15 -0.03
H 1.727 3.324 0.278 0.10 -0.19 0.09 0.09
H 2.126 1.721 -0.377 -0.10 0.44 0.24 0.04
H 2.483 2.091 1.317 0.04 0.12 -0.24 0.09
C 1.115 -0.238 2.410 0.47 -0.48 0.39 -0.05
H 2.066 0.281 2.592 -0.24 -0.08 -0.07 0.08
H 1.356 -1.169 1.862 -0.11 0.13 0.21 0.08
H 0.724 -0.529 3.395 0.15 -0.03 -0.21 0.09
C -1.945 -0.806 2.201 0.01 2.73 0.18 -0.05
H -1.653 -1.023 3.210 0.28 -0.16 0.58 0.09
H -1.715 -1.736 1.672 0.60 -1.69 -0.95 -0.05
H -3.015 -0.686 2.155 -0.43 -0.08 0.02 0.09
C -3.277 1.480 0.471 -0.47 0.24 0.02 -0.05
H -3.921 1.704 1.338 0.07 -0.12 -0.35 0.10
H -3.631 0.523 0.044 -0.10 0.20 0.11 0.06
H -3.449 2.273 -0.276 0.00 -0.31 0.29 0.07
C -2.169 -1.397 -5.667 -1.25 3.69 -1.51 -0.08
C -2.741 -0.220 -5.081 -0.35 -0.76 -5.09 -0.31
C -4.258 -0.021 -4.988 0.55 0.14 0.56 -0.15
C -4.977 -1.211 -4.337 -0.68 -1.13 0.39 -0.15
C -4.240 -2.096 -3.298 -2.28 0.91 0.19 -0.28
C -3.166 -2.960 -3.407 -0.22 -1.06 -0.01 -0.36
C -2.620 -3.623 -4.606 0.93 -0.20 -0.44 -0.14
C -2.722 -2.757 -5.877 0.44 -0.39 0.24 -0.12
H -4.661 0.162 -6.000 0.33 -0.30 0.27 0.15
H -5.362 -1.863 -5.114 -0.26 0.05 -0.20 0.12
H -4.477 0.928 -4.471 0.19 -0.33 0.18 0.13
H -3.737 -2.710 -6.249 -0.38 0.06 0.10 0.13
H -1.382 -1.152 -6.401 0.40 -0.19 1.09 0.14
H -2.215 0.734 -5.310 -0.03 -0.84 0.06 0.14
H -2.126 -3.226 -6.656 -0.03 -0.08 -0.07 0.13
H -1.575 -3.902 -4.399 -0.07 0.33 -0.23 0.12
H -2.655 -3.279 -2.489 -0.63 -0.62 0.25 0.08
H -3.065 -4.590 -4.804 -0.53 -0.17 -0.03 0.14
H -5.830 -0.808 -3.784 -0.04 -0.20 -0.33 0.13
H -4.821 -2.087 -2.385 0.08 -0.13 0.42 0.12
P 1.062 0.561 -3.299 -1.74 -2.99 -1.29 1.18
P -1.348 -3.437 0.339 -1.30 0.69 -0.33 0.95
C 0.455 -1.149 -3.855 1.17 0.43 1.67 -0.50
C 0.106 -2.072 -2.743 -1.28 0.21 0.05 -0.27
H 1.326 -1.488 -4.381 0.37 -0.32 -0.90 0.08
H -0.332 -1.000 -4.596 0.02 0.22 -0.18 0.01
H 0.231 -3.094 -3.119 -0.29 -0.06 0.36 0.06
H 0.798 -1.916 -1.922 -0.17 -0.14 0.38 0.02
C -0.204 -4.796 0.544 0.92 -0.08 -0.48 -0.36
H 0.098 -4.961 1.581 0.02 -0.13 -0.09 0.05
H 0.669 -4.449 -0.040 0.00 -0.49 0.45 0.03
H -0.599 -5.718 0.086 0.23 0.30 0.35 0.05
C -2.934 -4.406 0.278 -0.07 0.43 -0.37 -0.33
H -2.694 -5.416 -0.138 -0.51 0.79 0.44 0.05
H -3.590 -3.838 -0.435 0.18 -0.73 0.79 0.01
H -3.417 -4.471 1.281 0.24 -0.12 -0.78 0.06
C 1.177 0.992 -5.129 1.00 1.14 0.52 -0.16
H 0.716 1.976 -5.214 0.42 0.11 -0.29 0.05
H 0.634 0.296 -5.776 0.12 -0.04 0.60 0.06
H 2.214 1.013 -5.454 0.04 0.26 -0.16 0.06
C -0.629 1.389 -3.029 1.25 1.09 0.46 -0.22
H -0.814 1.580 -1.981 -0.22 0.06 0.48 0.02
H -1.538 1.011 -3.516 1.02 0.40 -0.33 -0.03
H -0.512 2.339 -3.545 0.00 0.33 0.37 0.07
C 5.175 -1.701 -1.434 -1.58 0.82 0.03 -0.02
C 4.384 -1.145 -0.411 -0.40 -0.02 -1.72 -0.01
C 3.164 -0.489 -0.731 -0.56 0.43 0.50 -0.07
C 2.789 -0.311 -2.059 0.97 -0.32 -1.10 -0.09
C 3.569 -0.865 -3.069 -0.43 0.15 0.09 -0.12
C 4.712 -1.603 -2.752 0.16 0.00 0.36 -0.04
H 6.091 -2.198 -1.203 0.37 -0.28 0.06 0.12
H 4.681 -1.238 0.619 -0.12 0.06 0.21 0.12
H 2.550 -0.163 0.097 -0.01 0.09 -0.09 0.07
H 3.285 -0.768 -4.102 0.11 -0.03 -0.32 0.09
H 5.235 -2.113 -3.555 0.04 0.27 0.06 0.12
```
Forces are in eV/Å.

Results
Highest occupied orbital energy (alpha / beta), eV: -11.04 / -11.04
HOMO-LUMO gap (alpha / beta), eV: 3.6 / 3.6
Charge: +2
LUMO (alpha / beta), eV: -7.48 / -7.48

=====

[3]
C28H28Cl9N5 | the ωB97M-V functional and the def2-TZVPD basis

The geometry in XYZ format:
```
70
Properties=species:S:1:pos:R:3:forces:R:3:nbo_charge:R:1
N -4.989 -1.131 1.815 0.24 0.26 -1.98 -0.43
C -4.173 -2.216 1.669 0.10 2.87 -0.67 0.01
C -2.983 -2.113 0.921 -1.37 -0.30 -0.60 -0.24
C -2.642 -0.939 0.206 -1.76 -0.88 1.36 -0.17
C -3.487 0.159 0.367 -0.13 -1.35 -0.16 -0.24
C -4.685 0.002 1.110 1.20 -1.09 0.15 0.02
H -4.432 -3.034 2.327 0.18 -0.37 -0.26 0.21
H -2.372 -3.004 0.938 0.06 0.29 0.05 0.21
H -1.742 -0.811 -0.377 -1.11 -0.97 0.10 0.21
H -3.111 1.035 -0.140 -0.83 0.53 0.11 0.24
H -5.363 0.842 1.152 -0.23 -0.05 0.33 0.20
N 3.051 1.093 -3.203 -1.17 -1.04 -1.67 -0.44
C 4.017 0.148 -3.114 -1.75 0.03 -2.03 0.03
C 3.731 -1.196 -3.262 -0.42 -0.06 -3.11 -0.29
C 2.463 -1.561 -3.748 1.49 -0.09 -0.48 -0.19
C 1.478 -0.614 -3.930 2.02 2.11 -2.06 -0.33
C 1.793 0.702 -3.592 2.02 -0.24 -0.86 0.05
H 4.988 0.467 -2.765 -0.37 -0.68 -1.28 0.22
H 4.443 -1.958 -2.982 0.27 0.37 -0.93 0.25
H 2.288 -2.598 -3.994 -0.13 -0.20 0.11 0.22
H 0.505 -0.845 -4.338 1.03 0.79 -0.94 0.25
H 1.031 1.433 -3.819 0.18 0.56 0.54 0.21
N -1.202 2.970 -0.374 -1.60 -0.23 0.28 -0.43
C -2.298 3.665 -0.861 1.14 -1.43 1.98 0.02
C -3.405 3.964 -0.059 0.85 0.15 -0.01 -0.27
C -3.359 3.630 1.306 0.39 -0.22 -1.08 -0.17
C -2.271 2.910 1.788 -0.84 1.61 -1.98 -0.23
C -1.237 2.525 0.921 -1.41 1.65 -1.52 0.03
H -2.300 3.879 -1.920 0.22 0.24 -0.02 0.20
H -4.180 4.554 -0.525 -0.39 -0.15 0.23 0.22
H -4.175 3.848 1.979 -0.11 0.28 -0.02 0.21
H -2.252 2.734 2.853 -1.18 1.26 -3.27 0.20
H -0.483 1.813 1.221 -0.70 1.49 -0.50 0.21
N 3.192 0.199 0.126 -3.14 -0.20 0.52 -0.58
C 2.613 -0.365 -0.942 -0.32 0.81 1.54 -0.02
C 1.245 -0.522 -1.136 1.92 1.94 2.46 -0.14
C 0.418 -0.055 -0.140 1.12 0.40 -0.44 -0.18
C 1.000 0.606 0.969 0.37 -1.09 -1.10 -0.21
C 2.385 0.701 1.071 -2.37 0.14 -0.77 0.00
H 3.306 -0.746 -1.678 -1.38 1.06 1.73 0.27
H 0.886 -1.039 -2.015 3.88 3.37 4.05 0.11
H -0.640 -0.162 -0.328 0.95 0.83 0.57 0.18
H 0.341 0.979 1.739 1.75 -0.40 -0.04 0.22
H 2.688 1.341 1.887 1.04 -0.28 0.19 0.20
N -0.585 1.011 3.207 -3.30 -1.64 1.23 -0.49
C -1.692 1.663 3.702 1.51 -2.81 1.96 0.04
C -2.965 1.083 3.916 1.12 -1.84 -0.15 -0.28
C -3.086 -0.272 3.593 -0.83 0.59 1.10 -0.13
C -2.027 -0.999 3.121 1.67 0.73 -0.26 -0.28
C -0.847 -0.323 2.886 0.02 1.29 0.98 0.04
H -1.580 2.732 3.806 1.35 -0.52 2.37 0.21
H -3.884 1.560 4.226 0.34 0.65 0.09 0.23
H -4.050 -0.754 3.649 0.06 0.23 0.49 0.24
H -2.079 -1.975 2.662 0.02 0.12 1.24 0.23
H -0.110 -0.881 2.328 0.50 0.26 0.35 0.21
C 5.365 1.025 -0.283 0.88 0.97 -0.89 -0.26
Cl 5.299 -0.666 -0.830 3.82 3.89 -0.74 0.02
Cl 4.827 1.996 -1.633 0.52 3.35 2.33 0.06
Cl 6.999 1.547 0.084 0.71 -0.28 0.50 0.00
H 4.688 1.179 0.557 0.95 -0.15 -0.35 0.26
C -1.101 -3.223 -2.672 -1.00 -0.46 -0.75 -0.26
Cl -1.524 -3.670 -0.989 0.69 -0.29 -1.65 0.01
Cl -0.039 -1.797 -2.722 -8.81 -7.49 -1.71 0.10
Cl -2.616 -3.034 -3.685 0.81 0.11 0.75 -0.03
H -0.565 -4.018 -3.191 -0.05 -0.03 0.56 0.23
C 4.307 -2.562 0.258 -0.72 -2.48 1.01 -0.26
Cl 3.313 -2.772 -1.260 0.97 -3.27 2.47 0.03
Cl 6.088 -2.893 0.014 -1.11 -2.24 0.85 0.02
Cl 3.621 -3.694 1.490 0.41 0.31 -0.38 -0.01
H 4.163 -1.552 0.643 -0.20 -0.73 0.09 0.26
```
Forces are in eV/Å.

Results
Highest occupied orbital energy, eV: -8.78
HOMO-LUMO gap, eV: 8.4
Charge: 0
LUMO, eV: -0.34

=====

[4]
C19H31N2O6PS | the ωB97M-V functional and the def2-TZVPD basis

The geometry in XYZ format:
```
60
Properties=species:S:1:pos:R:3:forces:R:3:nbo_charge:R:1
C 0.893 -1.537 -0.513 -0.03 -0.06 0.22 -0.61
C 1.760 -0.444 -1.129 0.05 -0.40 -0.10 -0.69
P 1.021 1.246 -1.016 0.09 0.34 0.35 0.79
C 1.528 1.988 -2.627 0.09 -0.14 -0.08 -0.94
C -0.747 0.876 -1.284 0.19 0.10 0.11 -0.33
C -1.298 0.507 -2.467 -0.12 -0.05 -0.36 -0.17
C -2.687 0.227 -2.635 0.29 -0.02 -0.23 -0.22
C -3.573 0.301 -1.609 -0.20 -0.07 0.02 0.00
C -5.039 0.005 -1.762 0.20 0.30 -0.15 -0.43
C -5.756 0.908 -2.804 -0.27 -0.23 0.11 -0.21
C -6.388 0.056 -3.907 -0.09 0.22 0.17 -0.60
C -6.842 1.733 -2.114 -0.02 -0.17 -0.25 -0.60
C -3.036 0.681 -0.352 0.11 0.11 0.17 0.15
N -3.740 0.814 0.779 -0.04 -0.04 0.05 -0.65
S -2.700 1.244 1.908 0.08 0.10 0.18 0.98
N -1.335 1.305 1.078 -0.01 -0.04 0.06 -0.62
C -1.641 0.971 -0.182 -0.31 -0.11 0.02 0.08
H 0.627 -1.298 0.519 -0.02 0.04 0.01 0.21
H -0.035 -1.672 -1.066 -0.03 0.01 -0.04 0.21
H 1.412 -2.494 -0.496 0.09 0.00 -0.02 0.22
H 1.999 -0.701 -2.164 -0.08 0.05 -0.05 0.21
H 2.711 -0.407 -0.595 0.07 0.07 -0.01 0.23
H 2.130 2.870 -2.423 0.00 0.08 -0.06 0.24
H 0.671 2.278 -3.232 0.00 0.07 0.02 0.23
H 2.138 1.287 -3.198 -0.01 0.01 -0.08 0.22
H -0.643 0.420 -3.326 -0.10 -0.05 -0.11 0.21
H -3.041 -0.057 -3.618 0.01 -0.02 -0.06 0.21
H -5.509 0.134 -0.789 -0.06 -0.14 0.02 0.23
H -5.148 -1.039 -2.057 -0.04 -0.07 0.06 0.22
H -5.024 1.580 -3.252 0.03 0.06 -0.03 0.20
H -7.043 0.663 -4.533 0.08 0.02 -0.13 0.21
H -7.012 -0.714 -3.451 0.01 -0.12 -0.06 0.20
H -5.638 -0.418 -4.539 0.02 -0.10 -0.01 0.21
H -7.520 1.055 -1.591 -0.02 0.06 0.12 0.20
H -7.443 2.268 -2.850 0.05 0.16 0.01 0.21
H -6.426 2.444 -1.404 0.00 0.01 0.09 0.21
C 2.642 1.922 2.327 -0.14 -0.15 0.25 -0.26
O 3.471 3.089 2.348 -0.03 0.00 -0.02 -0.49
C 4.745 2.850 2.064 0.04 0.05 0.00 0.98
O 5.228 1.776 1.809 0.01 -0.06 -0.01 -0.65
O 5.412 4.005 2.109 -0.03 0.01 0.00 -0.49
C 6.807 3.889 1.822 0.08 0.07 -0.01 -0.25
H 1.634 2.253 2.555 0.02 0.10 -0.03 0.21
H 2.649 1.457 1.349 0.05 -0.01 -0.09 0.20
H 2.979 1.209 3.080 0.03 0.01 -0.02 0.18
H 6.962 3.499 0.818 -0.01 -0.04 0.01 0.19
H 7.295 3.239 2.545 -0.01 -0.04 -0.02 0.19
H 7.207 4.896 1.896 -0.03 0.01 0.01 0.19
C 1.420 -6.254 3.319 -0.05 -0.09 -0.02 -0.26
O 2.205 -5.303 2.595 0.00 -0.01 -0.02 -0.49
C 2.611 -4.263 3.323 -0.01 -0.02 -0.07 0.98
O 2.372 -4.085 4.488 -0.01 0.01 0.07 -0.64
O 3.325 -3.459 2.539 0.02 0.06 -0.01 -0.49
C 3.834 -2.296 3.203 0.11 0.15 -0.07 -0.26
H 1.167 -7.032 2.605 0.02 0.02 -0.02 0.20
H 1.992 -6.676 4.143 0.00 0.03 0.03 0.19
H 0.514 -5.790 3.704 0.01 0.02 0.03 0.19
H 4.502 -2.583 4.012 -0.06 -0.01 0.05 0.19
H 3.019 -1.688 3.591 -0.02 -0.06 0.06 0.19
H 4.385 -1.733 2.456 -0.02 -0.06 -0.06 0.20
```
Forces are in eV/Å.

Results
Highest occupied orbital energy, eV: -8.33
HOMO-LUMO gap, eV: 7.8
Charge: 0
LUMO, eV: -0.50

=====

How do the records compare in calculated total energy? In the order shown, they have -367397.1319, -63366.2093, -149623.7601, -55595.2340 eV.
How do the records compare in energy above the lowest of the compared OMol25 structures with the same formula, charge and spin? In the order shown, they have 58.7, 265.2, 400.4, 0.0 kcal/mol.